# 1
Computed, not measured: a molecular structure, C36H29CoF2N7O2S, with wB97M-V/def2-TZVPD.

Values from the calculation:
HOMO (spin up / spin down) = -0.251 / -0.258 Eh
Total energy = -106226.6402 eV
Multiplicity = 4
Lowest unoccupied orbital energy (spin up / spin down) = -0.1 / -0.1 eV
⟨S²⟩ = 3.7612
Strongest force on any atom = 0.007 hartree/bohr

Last column: Mulliken spin population.
Positions of all 78 atoms, in Å:
Co: 0.164 0.670 -0.564  2.824
N: 0.472 2.466 3.562  0.005
C: 0.762 2.116 2.274  0.000
S: -0.084 2.855 0.989  0.057
N: 1.729 1.219 2.156  -0.003
N: 1.879 0.787 0.888  0.015
C: 3.034 0.328 0.559  0.009
C: 4.208 0.336 1.473  0.003
C: 5.089 1.412 1.461  0.000
C: 6.194 1.421 2.300  0.000
C: 6.427 0.354 3.155  0.000
C: 5.549 -0.721 3.172  0.000
C: 4.445 -0.729 2.334  -0.001
C: 3.167 -0.187 -0.816  0.007
C: 4.389 -0.621 -1.325  -0.002
C: 4.449 -1.054 -2.637  -0.001
C: 3.294 -1.037 -3.404  -0.003
C: 2.120 -0.599 -2.814  0.000
N: 2.050 -0.193 -1.551  0.028
H: -0.015 3.336 3.686  -0.001
H: 1.166 2.222 4.252  -0.001
H: 4.898 2.246 0.796  0.000
H: 6.873 2.265 2.287  0.000
H: 7.289 0.361 3.810  0.000
H: 5.725 -1.553 3.843  0.000
H: 3.752 -1.562 2.354  0.000
H: 5.267 -0.605 -0.695  0.000
H: 5.387 -1.391 -3.059  0.000
H: 3.295 -1.353 -4.438  0.000
H: 1.196 -0.562 -3.374  0.000
O: -3.014 -4.069 3.740  0.000
C: -1.608 -4.038 3.596  0.000
C: -1.216 -2.937 2.652  -0.003
C: 0.086 -2.859 2.172  0.002
C: 0.420 -1.820 1.327  0.004
N: -0.446 -0.887 0.934  0.031
C: -1.702 -0.962 1.383  0.022
C: -2.119 -1.973 2.243  -0.001
C: -2.640 0.086 0.887  -0.013
C: -3.923 0.247 1.398  0.001
C: -4.732 1.245 0.878  -0.001
C: -6.122 1.483 1.415  0.000
O: -6.668 0.373 2.102  0.000
C: -4.218 2.046 -0.133  0.000
C: -2.924 1.828 -0.568  0.000
N: -2.156 0.865 -0.073  -0.002
H: -3.239 -4.615 4.498  0.000
H: -1.231 -4.991 3.206  0.000
H: -1.117 -3.857 4.559  0.000
H: 0.830 -3.595 2.448  0.001
H: 1.426 -1.729 0.938  0.001
H: -3.139 -2.024 2.587  0.000
H: -4.295 -0.375 2.198  0.000
H: -6.775 1.805 0.597  0.000
H: -6.091 2.297 2.141  0.000
H: -6.854 -0.323 1.463  0.000
H: -4.812 2.838 -0.572  0.001
H: -2.469 2.445 -1.334  0.004
F: 0.907 4.881 -3.953  0.001
C: 0.336 3.674 -3.747  0.000
C: 0.471 3.053 -2.524  -0.048
C: -0.097 1.797 -2.300  0.126
C: -0.830 1.208 -3.353  -0.109
C: -0.927 1.877 -4.571  0.027
F: -1.585 1.317 -5.623  0.001
C: -0.356 3.108 -4.802  -0.006
C: -1.439 -0.123 -3.110  -0.016
C: -2.492 -0.660 -3.857  -0.001
C: -2.969 -1.921 -3.558  0.000
C: -2.389 -2.641 -2.524  0.000
C: -1.374 -2.031 -1.813  0.008
N: -0.918 -0.809 -2.078  0.033
H: 1.023 3.557 -1.739  0.001
H: -0.444 3.595 -5.762  0.000
H: -2.933 -0.090 -4.658  0.001
H: -3.786 -2.339 -4.132  0.000
H: -2.717 -3.639 -2.268  0.000
H: -0.906 -2.545 -0.981  0.001

---

# 2
Computed, not measured: a molecular structure, C23H19N6O3PdS at a distorted geometry, with wB97M-V/def2-TZVPD.

Values from the calculation:
Total charge = +1
HOMO (spin up / spin down) = -0.429 / -0.429 Eh
Total energy = -53552.8545 eV
Multiplicity = 1
Lowest unoccupied orbital energy (spin up / spin down) = -4.5 / -4.5 eV
Strongest force on any atom = 0.040 hartree/bohr

Last column: natural (NBO) charge in e.
Positions of all 53 atoms, in Å:
Pd: 0.410 -0.430 0.351  1.065
C: -1.780 0.763 -1.890  -0.272
N: -0.726 1.476 -1.167  -0.627
C: 0.334 2.043 -2.003  -0.272
C: 1.496 1.100 -2.124  0.409
N: 1.824 0.252 -1.177  -0.501
C: 2.960 -0.400 -1.588  0.160
C: 3.696 -1.396 -0.956  -0.220
C: 4.811 -1.858 -1.624  -0.195
C: 5.169 -1.364 -2.883  -0.189
C: 4.432 -0.391 -3.528  -0.216
C: 3.322 0.098 -2.856  0.082
N: 2.364 1.045 -3.164  -0.501
C: -1.511 -0.710 -2.007  0.409
N: -0.913 -1.430 -1.081  -0.517
C: -0.955 -2.740 -1.502  0.150
C: -0.481 -3.897 -0.892  -0.212
C: -0.700 -5.087 -1.557  -0.201
C: -1.352 -5.125 -2.795  -0.186
C: -1.816 -3.983 -3.418  -0.227
C: -1.619 -2.787 -2.745  0.094
N: -1.947 -1.479 -3.033  -0.505
H: -2.716 0.868 -1.328  0.250
H: -1.933 1.184 -2.896  0.198
H: -1.137 2.201 -0.587  0.402
H: -0.040 2.307 -3.005  0.200
H: 0.704 2.958 -1.523  0.253
H: 3.391 -1.754 0.022  0.239
H: 5.425 -2.624 -1.175  0.231
H: 6.053 -1.754 -3.362  0.230
H: 4.709 -0.037 -4.508  0.228
H: 2.360 1.619 -3.992  0.436
H: 0.028 -3.841 0.064  0.231
H: -0.360 -6.015 -1.124  0.231
H: -1.493 -6.077 -3.280  0.231
H: -2.304 -4.022 -4.378  0.231
H: -2.462 -1.168 -3.841  0.435
O: 4.056 0.001 2.711  -0.908
S: 2.975 0.923 2.874  2.298
O: 3.189 2.282 2.478  -0.906
N: 1.635 0.337 2.059  -0.861
C: 0.618 0.132 2.872  0.608
O: -0.473 -0.286 2.402  -0.646
C: 0.897 0.382 4.298  -0.090
C: 0.058 0.168 5.382  -0.176
C: 0.581 0.331 6.657  -0.187
C: 1.903 0.709 6.845  -0.171
C: 2.733 0.970 5.756  -0.171
C: 2.208 0.793 4.498  -0.290
H: -0.964 -0.135 5.218  0.239
H: -0.046 0.143 7.515  0.231
H: 2.297 0.795 7.846  0.233
H: 3.757 1.285 5.884  0.243

---

# 3
Computed, not measured: a molecular structure, C10H30N6O4Tl at a distorted geometry, with wB97M-V/def2-TZVPD.

Values from the calculation:
Total charge = +3
HOMO = -0.582 Eh
Total energy = -32646.6445 eV
Multiplicity = 1
Lowest unoccupied orbital energy = -14.4 eV
Strongest force on any atom = 0.115 hartree/bohr

Last column: natural (NBO) charge in e.
Positions of all 51 atoms, in Å:
Tl: 0.722 0.088 -0.743  0.993
C: -6.408 -1.752 -0.891  -0.577
C: -4.918 -1.821 -0.340  -0.076
C: -4.568 -3.146 0.319  -0.084
O: -3.164 -2.959 0.668  -0.473
C: -2.563 -4.220 1.054  -0.255
N: -4.158 -1.558 -1.459  -0.566
H: -6.570 -0.810 -1.414  0.234
H: -7.032 -1.842 -0.002  0.257
H: -6.594 -2.662 -1.463  0.232
H: -4.771 -1.098 0.462  0.226
H: -4.578 -3.911 -0.457  0.184
H: -5.274 -3.355 1.122  0.220
H: -1.537 -3.936 1.290  0.199
H: -2.544 -4.916 0.215  0.199
H: -3.158 -4.530 1.913  0.211
H: -4.425 -0.601 -1.640  0.391
H: -4.370 -2.188 -2.219  0.397
C: 4.452 6.282 -2.787  -0.602
C: 4.045 5.152 -1.739  -0.062
C: 3.931 5.685 -0.286  -0.083
O: 3.333 4.646 0.482  -0.448
C: 3.745 4.697 1.917  -0.279
N: 2.853 4.519 -2.342  -0.617
H: 3.928 7.236 -2.854  0.247
H: 4.448 5.802 -3.765  0.219
H: 5.520 6.447 -2.648  0.257
H: 4.860 4.428 -1.760  0.215
H: 3.374 6.621 -0.255  0.205
H: 4.944 5.975 -0.008  0.215
H: 3.171 3.980 2.503  0.209
H: 3.512 5.635 2.420  0.210
H: 4.818 4.594 2.084  0.213
H: 2.155 5.238 -2.470  0.374
H: 3.083 4.300 -3.301  0.380
C: -2.550 0.204 5.337  0.752
O: -1.681 0.587 4.556  -0.550
N: -2.590 -1.042 5.940  -0.801
N: -3.508 0.945 5.767  -0.786
H: -3.168 -1.229 6.747  0.413
H: -1.771 -1.591 5.722  0.416
H: -3.584 1.948 5.679  0.440
H: -4.146 0.293 6.200  0.397
C: 3.864 -5.508 -3.101  0.724
O: 3.260 -4.883 -2.257  -0.520
N: 4.509 -6.588 -2.896  -0.757
N: 3.917 -5.154 -4.320  -0.767
H: 4.526 -7.317 -3.595  0.420
H: 4.687 -6.828 -1.932  0.419
H: 3.295 -4.392 -4.549  0.408
H: 4.679 -5.466 -4.904  0.422

---

# 4
Computed, not measured: 4 unconnected molecules or ions with the total composition C40H74F7N2O9S at a distorted geometry, with wB97M-V/def2-TZVPD.

Values from the calculation:
Total charge = +1
HOMO = -0.397 Eh
Total energy = -93929.8288 eV
Multiplicity = 1
Lowest unoccupied orbital energy = -4.1 eV
Strongest force on any atom = 0.156 hartree/bohr

Last column: Löwdin charge in e.
Positions of all 133 atoms, in Å:
C: 0.161 -3.634 -4.052  -0.091
C: 0.430 -2.141 -3.573  -0.219
C: 0.056 -1.966 -2.018  -0.158
C: -0.968 -0.800 -1.839  -0.290
C: -2.367 -1.474 -2.272  -0.014
N: -0.946 0.106 -0.619  -0.136
S: 0.174 1.392 -1.100  0.847
O: 0.737 2.186 -0.028  -0.196
O: -0.535 2.339 -1.962  -0.200
C: 1.634 0.998 -2.162  -0.362
F: 1.346 0.839 -3.508  0.106
F: 2.450 -0.036 -1.788  0.108
C: 2.663 2.240 -2.179  -0.271
F: 2.056 3.478 -2.224  0.129
F: 3.481 2.202 -1.043  0.106
C: 3.627 2.217 -3.437  -0.449
F: 3.082 2.825 -4.534  0.157
F: 4.149 1.016 -3.758  0.174
F: 4.693 3.027 -3.094  0.140
C: -2.339 0.717 -0.583  -0.042
C: -2.639 1.796 0.516  -0.304
O: -2.037 3.062 0.407  -0.099
C: -2.632 4.003 1.327  -0.141
C: -1.857 5.369 1.191  -0.359
C: -2.126 6.178 2.542  -0.042
O: -2.336 6.110 0.068  -0.037
N: -2.499 1.089 1.775  -0.116
C: -3.670 0.827 2.578  -0.215
C: -4.795 -0.115 1.980  -0.076
C: -1.257 0.345 1.993  -0.170
C: -0.285 1.407 2.666  -0.102
C: -0.294 1.252 4.256  -0.207
O: 0.606 2.269 4.746  -0.078
C: -0.687 -0.522 0.756  -0.206
C: -1.533 -1.879 0.947  -0.149
C: -1.107 -2.834 2.114  -0.061
C: 0.807 -0.929 1.031  -0.127
O: 1.199 -1.043 2.400  -0.100
C: 2.542 -0.790 2.636  -0.239
C: 3.293 0.420 2.325  -0.002
C: 4.703 0.535 2.676  -0.048
C: 5.431 -0.524 3.392  -0.062
C: 4.674 -1.732 3.722  -0.076
C: 3.283 -1.849 3.346  -0.003
H: 0.567 -3.791 -5.090  0.073
H: -0.944 -3.818 -4.121  0.071
H: 0.572 -4.372 -3.320  0.085
H: 1.517 -1.901 -3.747  0.111
H: -0.165 -1.459 -4.234  0.112
H: 1.020 -1.977 -1.476  0.101
H: -0.458 -2.941 -1.772  0.112
H: -0.844 -0.119 -2.739  0.134
H: -2.963 -1.852 -1.409  0.087
H: -2.209 -2.327 -2.972  0.089
H: -3.003 -0.728 -2.828  0.103
H: -2.705 1.097 -1.560  0.152
H: -3.105 -0.037 -0.248  0.133
H: -3.758 1.997 0.409  0.176
H: -2.489 3.640 2.381  0.113
H: -3.740 4.083 1.153  0.146
H: -0.753 5.178 1.148  0.151
H: -3.032 6.825 2.413  0.085
H: -2.291 5.487 3.413  0.076
H: -1.266 6.859 2.778  0.085
H: -3.303 6.155 0.186  0.096
H: -4.181 1.811 2.815  0.123
H: -3.408 0.407 3.591  0.131
H: -4.495 -1.176 2.233  0.067
H: -5.724 0.066 2.593  0.088
H: -4.995 0.012 0.889  0.072
H: -1.497 -0.339 2.857  0.143
H: -0.622 2.468 2.488  0.109
H: 0.787 1.368 2.372  0.079
H: -1.334 1.369 4.656  0.118
H: 0.184 0.270 4.524  0.130
H: 0.338 3.130 4.383  0.082
H: -2.605 -1.589 1.159  0.105
H: -1.563 -2.549 0.059  0.100
H: -1.875 -3.653 2.178  0.092
H: -0.944 -2.363 3.111  0.087
H: -0.141 -3.353 1.846  0.091
H: 1.595 -0.317 0.525  0.114
H: 0.934 -1.982 0.633  0.133
H: 2.769 1.258 1.808  0.096
H: 5.310 1.439 2.421  0.098
H: 6.496 -0.425 3.690  0.100
H: 5.211 -2.531 4.292  0.106
H: 2.735 -2.781 3.636  0.112
C: 1.950 -3.924 -9.030  -0.076
C: 2.364 -3.132 -7.802  -0.287
O: 3.032 -3.911 -6.821  -0.178
C: 4.241 -4.537 -7.229  -0.277
C: 5.307 -3.559 -7.691  -0.078
H: 1.303 -4.758 -8.746  0.083
H: 1.410 -3.283 -9.731  0.080
H: 2.809 -4.342 -9.555  0.068
H: 1.468 -2.732 -7.321  0.105
H: 2.976 -2.268 -8.081  0.107
H: 4.036 -5.288 -7.998  0.108
H: 4.614 -5.082 -6.359  0.118
H: 4.988 -2.990 -8.566  0.067
H: 6.222 -4.093 -7.954  0.080
H: 5.535 -2.841 -6.900  0.080
C: 3.252 5.315 0.390  -0.064
C: 3.076 4.931 1.849  -0.274
O: 4.165 4.192 2.378  -0.173
C: 5.431 4.836 2.360  -0.278
C: 5.466 6.133 3.149  -0.075
H: 3.398 4.423 -0.221  0.052
H: 2.367 5.847 0.033  0.083
H: 4.116 5.963 0.236  0.074
H: 2.195 4.292 1.943  0.105
H: 2.883 5.815 2.467  0.107
H: 5.759 4.995 1.327  0.108
H: 6.141 4.133 2.803  0.115
H: 4.779 6.877 2.744  0.067
H: 6.471 6.560 3.131  0.081
H: 5.181 5.955 4.188  0.084
C: -7.317 -3.257 4.264  -0.075
C: -6.998 -3.422 2.788  -0.281
O: -5.663 -3.843 2.539  -0.185
C: -5.282 -5.093 3.099  -0.282
C: -6.121 -6.260 2.608  -0.075
H: -6.631 -2.540 4.725  0.079
H: -8.340 -2.898 4.394  0.081
H: -7.222 -4.196 4.810  0.068
H: -7.115 -2.456 2.293  0.107
H: -7.707 -4.103 2.307  0.109
H: -5.291 -5.034 4.192  0.108
H: -4.242 -5.257 2.808  0.109
H: -7.172 -6.151 2.879  0.069
H: -5.758 -7.194 3.041  0.081
H: -6.070 -6.336 1.520  0.083

---

> Which of these has the lowest strongest force on any atom?

C36H29CoF2N7O2S

---

> Which of these has the highest total energy?

C10H30N6O4Tl